1.
Density functional theory data (ωB97M-V with the def2-TZVPD basis set) for one molecule with the formula C18H20N2O6S in a non-equilibrium geometry.

Element x y z (Å)
C -5.926 -3.478 0.396
C -4.776 -2.767 -0.215
C -3.778 -3.208 -1.046
C -2.962 -2.096 -1.313
C -3.514 -1.034 -0.624
C -3.086 0.321 -0.536
C -3.667 1.259 0.235
C -3.193 2.631 0.354
O -3.616 3.446 1.136
O -2.179 2.906 -0.516
C -1.554 4.174 -0.415
C -0.030 4.055 -0.349
O 0.678 5.033 -0.309
N 0.391 2.764 -0.349
C 1.684 2.251 -0.359
C 2.824 3.051 -0.316
C 4.081 2.469 -0.344
C 4.224 1.092 -0.415
C 3.086 0.310 -0.450
S 3.244 -1.470 -0.556
O 4.105 -1.806 -1.650
O 1.926 -2.051 -0.531
N 4.084 -1.791 0.874
C 3.232 -1.624 2.028
C 4.817 -3.038 0.847
C 1.826 0.864 -0.422
O -4.619 -1.459 0.043
H -5.917 -4.521 0.096
H -5.876 -3.415 1.482
H -6.863 -3.021 0.080
H -3.650 -4.205 -1.414
H -2.080 -2.071 -1.919
H -2.229 0.566 -1.148
H -4.520 1.018 0.851
H -1.815 4.778 -1.290
H -1.917 4.695 0.480
H -0.349 2.072 -0.398
H 2.714 4.122 -0.266
H 4.955 3.100 -0.314
H 5.190 0.616 -0.449
H 2.441 -2.381 2.063
H 2.775 -0.638 1.973
H 3.838 -1.688 2.931
H 4.162 -3.905 0.994
H 5.293 -3.111 -0.128
H 5.577 -3.023 1.628
H 0.971 0.206 -0.454

Force components x, y, z for each atom (eV/Å):
C 0.07 0.35 0.05
C 0.34 -0.86 -0.48
C -0.58 0.06 0.44
C -0.29 0.88 0.45
C 0.66 -0.86 -0.73
C -0.33 0.59 0.46
C 0.06 -0.50 -0.23
C 0.02 0.38 0.25
O 0.02 -0.22 -0.19
O 0.04 -0.15 -0.19
C -0.01 0.67 0.22
C -0.47 -0.32 -0.04
O 0.06 0.26 -0.01
N -0.39 -0.47 -0.01
C 0.55 -0.07 -0.01
C -0.16 0.14 0.01
C 0.01 -0.30 -0.03
C 0.18 0.09 -0.02
C -0.07 -0.46 0.05
S 0.19 0.14 0.31
O 0.26 0.07 0.05
O -0.02 0.20 0.19
N -0.41 0.42 -0.96
C -0.32 0.07 0.29
C 0.16 -0.32 -0.28
C -0.10 0.05 -0.01
O -0.16 0.32 0.21
H 0.01 -0.04 -0.01
H -0.03 -0.06 0.07
H -0.09 -0.03 -0.01
H -0.04 -0.23 -0.03
H 0.21 0.10 -0.13
H 0.05 0.04 -0.05
H -0.04 0.00 0.05
H 0.08 -0.11 0.12
H 0.18 -0.09 -0.22
H 0.14 0.26 0.02
H 0.00 0.02 0.01
H 0.08 0.05 0.00
H 0.19 0.02 0.02
H 0.03 0.03 0.07
H -0.08 0.03 0.22
H 0.02 0.05 -0.02
H 0.04 -0.02 0.03
H 0.16 -0.18 0.09
H -0.04 0.02 -0.01
H -0.17 -0.03 0.02

Values from the calculation:
* E_LUMO: -0.27 eV
* spin multiplicity: 1
* electronic energy: -45090.4107 eV
* SMILES: Cc1ccc(/C=C/C(=O)OCC(=O)Nc2cccc(S(=O)(=O)N(C)C)c2)o1
* relative energy (zero: lowest compared OMol25 entry of this formula, charge and spin): 2.055 eV
* Kohn-Sham gap: 8.156 eV
* HOMO level: -0.3098 hartree

Results of the Mulliken charge analysis, in e, for atoms 1 through 4:
1. C -1.2230
2. C 0.4979
3. C -0.6261
4. C -0.7097

2.
Density functional theory data (ωB97M-V with the def2-TZVPD basis set) for one molecule with the formula C18H20N2OS.

Element x y z (Å)
C -1.163 -2.009 -1.589
C -0.217 -1.911 -0.432
C -0.637 -2.201 0.857
C 0.247 -2.088 1.918
C 1.544 -1.672 1.705
C 1.977 -1.364 0.414
O 3.275 -0.956 0.326
C 3.789 -0.454 -0.885
C 3.229 0.911 -1.300
C 3.484 2.024 -0.297
S 2.660 1.789 1.316
C 1.007 1.632 0.815
N 0.537 1.884 -0.373
C -0.801 1.581 -0.303
C -1.790 1.644 -1.276
C -3.063 1.249 -0.920
C -3.379 0.797 0.368
C -4.786 0.375 0.669
C -2.400 0.741 1.346
C -1.121 1.133 0.998
N 0.059 1.193 1.698
C 1.093 -1.497 -0.648
H -1.534 -1.015 -1.842
H -2.016 -2.636 -1.340
H -0.666 -2.419 -2.465
H -1.655 -2.514 1.031
H -0.082 -2.324 2.920
H 2.247 -1.570 2.517
H 4.865 -0.370 -0.699
H 3.635 -1.174 -1.700
H 3.706 1.193 -2.242
H 2.152 0.852 -1.468
H 3.120 2.971 -0.694
H 4.541 2.107 -0.045
H -1.562 1.989 -2.272
H -3.852 1.284 -1.658
H -5.093 -0.431 0.003
H -5.473 1.208 0.519
H -4.879 0.031 1.696
H -2.625 0.396 2.344
H 0.227 0.900 2.644
H 1.402 -1.281 -1.659

Force components x, y, z for each atom (eV/Å):
C -0.01 0.09 -0.01
C -0.04 -0.10 0.15
C -0.05 -0.08 -0.07
C 0.07 -0.02 0.01
C 0.19 0.02 -0.07
C -0.01 -0.08 0.20
O -0.18 -0.37 0.18
C 0.10 0.29 -0.51
C 0.04 -0.38 0.27
C -0.47 -0.08 0.09
S 0.31 0.28 0.25
C 0.07 0.18 -0.20
N 0.38 0.30 -0.03
C -0.35 -0.25 0.62
C 0.03 0.00 0.14
C -0.04 0.03 -0.10
C 0.04 -0.03 0.09
C 0.01 0.02 -0.03
C -0.04 0.02 0.03
C -0.22 0.25 -0.61
N 0.10 0.12 0.01
C 0.26 0.06 -0.04
H -0.06 0.00 -0.05
H -0.08 -0.05 -0.03
H -0.01 -0.05 -0.09
H -0.12 -0.04 0.00
H -0.02 -0.04 0.10
H 0.10 0.00 0.10
H -0.10 -0.07 -0.09
H 0.06 0.03 0.09
H 0.00 -0.04 -0.06
H 0.21 0.01 -0.14
H 0.14 0.01 -0.01
H 0.01 0.08 0.03
H 0.03 0.05 -0.12
H -0.09 0.01 -0.08
H -0.09 -0.07 0.00
H -0.10 0.01 0.03
H -0.07 -0.04 0.07
H -0.09 -0.07 0.11
H 0.00 -0.07 -0.09
H 0.07 0.07 -0.10

Values from the calculation:
* E_LUMO: 0.71 eV
* spin multiplicity: 1
* electronic energy: -34854.3113 eV
* SMILES: Cc1cccc(OCCCSc2nc3ccc(C)cc3[nH]2)c1
* relative energy (zero: lowest compared OMol25 entry of this formula, charge and spin): 0.294 eV
* Kohn-Sham gap: 8.329 eV
* HOMO level: -0.2799 hartree

Results of the Mulliken charge analysis, in e, for atoms 1 through 4:
1. C -1.4290
2. C 0.7019
3. C -0.5973
4. C -0.8027

3.
Density functional theory data (ωB97M-V with the def2-TZVPD basis set) for C18H20N4O7RuS2 as an isolated structure in a non-equilibrium geometry.

Element x y z (Å)
Ru 0.053 0.613 0.426
O 1.811 -2.272 -1.649
C 1.198 -1.136 -1.829
O 1.553 -0.076 -1.329
C 0.012 -1.220 -2.753
O -0.802 -0.100 -2.565
C -2.134 -0.436 -2.237
C -2.258 -1.088 -0.866
O -3.206 -1.843 -0.703
O -1.344 -0.858 0.033
H 2.447 -2.197 -0.852
H 0.382 -1.228 -3.787
H -0.498 -2.166 -2.561
H -2.694 0.496 -2.225
H -2.570 -1.112 -2.977
S -1.266 2.278 -0.734
C -2.440 2.710 0.509
C -3.748 3.064 0.196
C -4.648 3.409 1.200
C -4.239 3.398 2.528
C -2.929 3.044 2.840
C -2.031 2.710 1.831
S -0.342 2.347 2.136
H -4.056 3.054 -0.844
H -5.672 3.660 0.947
H -4.936 3.651 3.318
H -2.592 3.012 3.870
C 1.756 4.866 0.334
N 2.796 3.852 0.541
C 4.116 4.274 0.977
C 2.389 2.613 0.761
N 2.004 1.537 0.899
H 2.077 5.541 -0.460
H 1.579 5.433 1.250
H 0.825 4.376 0.047
H 4.545 4.941 0.230
H 4.762 3.406 1.084
H 4.066 4.801 1.934
C 4.170 -3.423 2.630
N 2.959 -2.622 2.669
C 2.232 -2.474 3.822
C 1.094 -1.774 3.844
C 0.664 -1.144 2.604
O -0.336 -0.420 2.543
N 1.399 -1.320 1.471
C 2.523 -2.038 1.478
O 3.244 -2.255 0.474
H 4.380 -3.782 3.636
H 5.009 -2.833 2.267
H 4.051 -4.270 1.957
H 2.642 -2.956 4.700
H 0.511 -1.637 4.742

Force components x, y, z for each atom (eV/Å):
Ru 0.26 0.46 1.19
O 0.04 -0.12 -0.05
C 0.17 0.32 0.04
O -0.30 -0.31 -0.01
C -0.04 0.05 0.01
O -0.11 0.04 -0.49
C 0.19 0.16 0.08
C 0.04 -0.04 0.45
O 0.05 0.00 0.12
O -0.28 0.42 -0.45
H 0.14 0.07 0.07
H 0.07 -0.14 0.02
H -0.08 0.00 -0.03
H -0.01 0.01 -0.01
H -0.01 -0.05 -0.01
S 0.42 -0.32 0.08
C -0.13 0.03 -0.55
C -0.09 0.01 -0.02
C 0.09 -0.01 -0.02
C 0.13 -0.02 -0.04
C -0.03 0.04 0.00
C 0.15 0.15 0.57
S -0.36 -0.73 -0.60
H -0.03 -0.01 0.05
H 0.03 0.01 -0.01
H 0.01 -0.02 -0.01
H -0.04 0.01 -0.02
C 0.04 -0.05 0.06
N -0.11 -0.07 -0.06
C -0.13 -0.04 0.02
C 0.38 0.21 -0.10
N -0.47 0.31 -0.34
H 0.03 -0.01 -0.02
H 0.01 0.00 0.04
H 0.02 -0.04 0.00
H 0.01 0.02 -0.03
H 0.00 -0.02 -0.02
H 0.00 0.01 0.04
C -0.08 0.05 0.00
N 0.03 -0.03 0.20
C 0.15 -0.08 -0.09
C -0.12 0.05 -0.06
C -0.11 -0.07 -0.05
O 0.06 -0.31 0.21
N 0.14 0.07 0.03
C 0.00 0.01 -0.18
O -0.19 0.04 -0.02
H 0.00 0.00 0.02
H 0.02 0.04 0.01
H -0.02 -0.04 -0.01
H 0.02 -0.03 -0.01
H 0.02 -0.01 -0.01

Values from the calculation:
* E_LUMO (spin up / spin down): 2.50 / 2.51 eV
* spin multiplicity: 2
* electronic energy: -63538.1191 eV
* total charge: -1
* relative energy (zero: lowest compared OMol25 entry of this formula, charge and spin): 2.140 eV
* Kohn-Sham gap (spin up / spin down): 6.484 / 6.414 eV
* HOMO level (spin up / spin down): -0.1462 / -0.1435 hartree

Results of the Mulliken charge analysis, in e, for atoms 1 through 4:
1. Ru 0.9217
2. O -0.5554
3. C 0.6208
4. O -0.7111

4.
Density functional theory data (ωB97M-V with the def2-TZVPD basis set) for an isolated ion of composition C18H20NO5S and charge +1 in a non-equilibrium geometry.

Element x y z (Å)
O -0.476 0.649 -2.005
C 0.705 0.899 -2.236
C 1.104 1.692 -3.373
C 2.279 2.367 -3.634
C 2.236 3.077 -4.839
C 1.038 2.942 -5.484
S -0.068 1.970 -4.629
C 1.776 0.374 -1.373
C 3.012 -0.032 -1.801
O 3.740 -0.587 -0.832
C 2.988 -0.561 0.291
C 3.349 -1.039 1.540
C 2.416 -0.936 2.550
C 1.167 -0.356 2.318
O 0.230 -0.268 3.309
C 0.804 0.147 1.067
C -0.544 0.797 0.941
N -1.631 -0.183 1.203
C -2.936 0.468 1.443
C -3.805 -0.341 2.409
O -4.030 -1.638 1.893
C -1.701 -1.240 0.159
C -0.961 -2.483 0.676
O -1.262 -2.672 2.037
C 1.729 0.023 0.026
H 3.120 2.378 -2.966
H 3.052 3.664 -5.218
H 0.750 3.373 -6.422
H 3.447 -0.013 -2.783
H 4.319 -1.475 1.706
H 2.651 -1.305 3.537
H 0.583 -0.639 4.127
H -0.615 1.587 1.694
H -0.693 1.217 -0.053
H -1.363 -0.700 2.072
H -2.774 1.451 1.888
H -3.442 0.599 0.485
H -4.747 0.199 2.547
H -3.299 -0.411 3.384
H -4.810 -2.021 2.307
H -1.275 -0.864 -0.773
H -2.748 -1.496 0.001
H -1.237 -3.353 0.073
H 0.121 -2.353 0.623
H -2.198 -2.907 2.116

Force components x, y, z for each atom (eV/Å):
O 0.18 0.07 -0.17
C 0.06 -0.20 0.18
C -0.28 0.41 -0.75
C -0.35 -0.29 0.23
C -0.06 0.13 -0.32
C -0.13 -0.18 0.25
S 0.51 0.05 0.24
C 0.45 -0.19 -0.15
C -0.79 0.34 -0.13
O 0.58 -0.21 -0.10
C -1.12 0.26 0.63
C 0.08 0.07 -0.40
C -0.15 0.05 0.01
C 0.32 0.03 -0.43
O -0.02 0.16 0.15
C -0.11 -0.08 0.30
C 0.59 0.54 -0.06
N 0.16 -0.19 0.57
C -0.83 0.00 0.28
C 0.21 0.32 0.10
O -0.09 -0.26 -0.16
C 0.07 -0.87 -0.58
C 0.09 0.15 -0.37
O -0.17 -0.26 0.47
C 0.56 -0.31 0.29
H 0.13 0.00 0.14
H 0.12 0.11 -0.08
H -0.03 0.10 -0.20
H 0.12 -0.03 -0.09
H 0.13 -0.08 0.06
H 0.05 -0.05 0.12
H -0.09 0.00 -0.04
H -0.17 -0.12 -0.03
H -0.09 -0.06 0.24
H -0.19 0.25 -0.25
H 0.09 -0.07 -0.04
H 0.11 0.01 0.03
H 0.12 0.01 0.00
H -0.06 0.09 -0.10
H -0.02 0.03 0.02
H -0.06 0.03 0.17
H 0.12 0.14 0.05
H 0.02 0.11 -0.03
H -0.13 -0.04 -0.07
H 0.07 0.03 0.02

Values from the calculation:
* E_LUMO: -2.77 eV
* spin multiplicity: 1
* electronic energy: -41547.1399 eV
* total charge: +1
* SMILES: O=C(c1cccs1)c1coc2ccc(O)c(C[NH+](CCO)CCO)c12
* Kohn-Sham gap: 8.858 eV
* HOMO level: -0.4275 hartree

Results of the Mulliken charge analysis, in e, for atoms 1 through 4:
1. O -0.8468
2. C 0.5889
3. C -0.1393
4. C -0.4451